{
  "formula": "C12H39O7",
  "method": "wB97M-V/def2-TZVPD",
  "elements": ["O", "H", "H", "H", "C", "C", "C", "O", "H", "H", "H", "H", "H", "H", "H", "H", "C", "C", "C", "O", "H", "H", "H", "H", "H", "H", "H", "H", "C", "C", "C", "O", "H", "H", "H", "H", "H", "H", "H", "H", "C", "O", "H", "H", "H", "H", "C", "O", "H", "H", "H", "H", "C", "O", "H", "H", "H", "H"],
  "positions_angstrom": [[-0.202, 0.219, 0.062], [-0.307, 0.469, -0.907], [-0.553, 0.928, 0.648], [0.777, 0.109, 0.259], [1.935, -5.170, -1.791], [0.871, -4.323, -1.130], [1.474, -3.211, -0.291], [0.028, -3.785, -2.144], [2.548, -4.596, -2.490], [1.500, -6.012, -2.326], [2.613, -5.571, -1.034], [0.283, -5.002, -0.497], [0.714, -2.576, 0.169], [2.108, -2.579, -0.922], [2.105, -3.619, 0.502], [-0.533, -3.115, -1.733], [-3.425, 2.395, -0.522], [-2.272, 3.398, -0.552], [-2.550, 4.702, 0.181], [-1.060, 2.776, -0.113], [-3.867, 2.215, -1.499], [-4.244, 2.778, 0.091], [-3.103, 1.456, -0.069], [-2.164, 3.711, -1.602], [-3.438, 5.184, -0.226], [-1.705, 5.384, 0.055], [-2.721, 4.568, 1.252], [-0.386, 3.452, -0.242], [3.334, -0.270, 2.605], [2.855, 0.716, 1.555], [3.946, 1.666, 1.120], [2.325, 0.011, 0.406], [4.104, -0.963, 2.265], [2.513, -0.849, 3.034], [3.751, 0.284, 3.451], [2.010, 1.245, 2.001], [4.849, 1.125, 0.823], [4.235, 2.323, 1.941], [3.646, 2.285, 0.274], [3.051, -0.430, -0.048], [-2.170, 0.510, 2.882], [-0.771, 0.651, 2.622], [-2.350, -0.210, 3.680], [-2.605, 1.472, 3.163], [-2.658, 0.170, 1.973], [-0.351, 1.001, 3.412], [0.899, 1.586, -2.900], [-0.238, 0.844, -2.429], [0.655, 2.643, -2.989], [1.687, 1.452, -2.161], [1.268, 1.149, -3.827], [-0.958, 0.924, -3.061], [-3.064, -2.392, -0.174], [-1.996, -2.027, -1.061], [-3.896, -2.810, -0.738], [-2.697, -3.130, 0.533], [-3.401, -1.505, 0.368], [-2.401, -1.658, -1.851]],
  "charge": 1,
  "gap_ev": 9.521,
  "total_energy_ev": -27402.010,
  "e_above_lowest_kj_mol": 14.6,
  "homo_energy_ha": -0.43655
}